(1)
Below is a molecular structure, C5HClFN4O2, with properties calculated with wB97M-V/def2-TZVPD.

CARTESIAN COORDINATES (ANGSTROEM)
C1 1.12971 0.78295 -0.11092
H1 1.99766 0.42750 -1.94158
C2 0.98259 -0.16542 -1.30932
C3 1.81562 0.24265 1.06516
N1 2.55631 -0.08489 1.88674
C4 0.39520 2.02777 0.08961
N2 0.01282 3.09390 0.30618
N3 -0.21644 -0.01303 -2.16652
O1 -0.65395 -1.02054 -2.67329
O2 -0.58111 1.11378 -2.42794
C5 1.36046 -1.53644 -1.05786
N4 1.85837 -2.57479 -0.96860
F1 2.50086 1.47758 -0.93747
Cl1 -1.40460 -0.09062 1.42905

Cartesian forces, eV/Å:
1.4 0.7 -0.9
-2.8 -1.8 1.3
1.9 1.4 -0.8
0.2 0.2 0.1
-0.7 0.1 -0.5
-0.2 0.0 0.2
0.2 -0.7 -0.3
-0.4 0.1 -0.7
0.0 -0.1 0.2
0.2 -0.1 0.5
0.5 -1.0 -0.1
-0.6 0.9 0.1
-0.5 0.3 1.5
0.8 0.1 -0.6

Charge: -1
Electronic energy, hartree: -1120.55685
Lowest unoccupied orbital energy, eV: 1.42
2S+1: 1
Frontier orbital gap, eV: 6.8578

---

(2)
Below is a single C8H8N2 molecule, with properties calculated with wB97M-V/def2-TZVPD.

CARTESIAN COORDINATES (ANGSTROEM)
C1 1.16052 -1.18336 -0.27450
C2 1.15081 -0.44146 -1.41741
C3 0.28387 0.72024 -1.51147
C4 0.37676 1.70332 -0.32107
C5 -0.67251 0.78167 -0.35967
C6 -2.05904 0.60007 0.24049
N1 -2.21627 0.11011 1.40297
C7 -1.38863 -0.53838 2.23125
C8 -0.15601 -1.13251 1.86804
N2 0.38495 -0.79408 0.73162
H1 1.79562 -1.94113 0.06051
H2 1.79476 -0.68350 -2.30466
H3 -0.10375 1.07885 -2.45952
H4 1.16866 1.36463 0.45011
H5 0.19999 2.75796 -0.52123
H6 -2.90886 0.64595 -0.40715
H7 -1.78129 -0.70433 3.28046
H8 0.22922 -1.86263 2.57060

Cartesian forces, eV/Å:
0.2 1.1 -0.6
1.6 -1.8 -1.2
-1.1 0.2 0.9
2.9 0.6 1.0
-2.0 -3.4 2.7
2.4 -0.2 -1.4
-1.0 -0.2 0.4
1.3 -0.3 1.7
-2.0 0.9 0.9
-2.7 3.3 -1.6
1.5 -1.5 -0.7
-0.7 0.1 1.2
0.3 0.0 0.0
-1.0 1.3 -1.5
0.0 -0.1 0.3
-0.5 0.5 -0.4
0.5 -0.1 -1.5
0.3 -0.4 -0.3

Energy relative to the best compared isomer or geometry (same formula, charge and spin), kJ/mol: 645.2
Charge: 0
Electronic energy, hartree: -418.93993
Structure (SMILES): C1=C/[C@@H]2C\C2=C/N=C\C=N\1
Lowest unoccupied orbital energy (alpha / beta), eV: -0.23 / -0.22
2S+1: 1
Frontier orbital gap (alpha / beta), eV: 6.7535 / 6.7541

---

(3)
Below is a molecular structure, C56H46BN14O7PRbS, with properties calculated with wB97M-V/def2-TZVPD.

CARTESIAN COORDINATES (ANGSTROEM)
Rb1 0.39684 -0.44000 -0.45961
C1 0.77279 0.55189 3.80535
C2 1.97755 0.36109 3.11479
N1 2.17073 1.31020 2.21534
N2 1.09545 2.11950 2.27780
C3 0.25223 1.69323 3.24536
B1 0.97104 3.41349 1.45571
N3 1.40190 3.24232 -0.02215
C4 1.20613 4.19479 -0.95273
C5 1.74272 3.76074 -2.13929
C6 2.27116 2.50259 -1.81920
N4 2.07745 2.20085 -0.54758
N5 -0.50623 3.86337 1.50048
C7 -1.06750 5.06735 1.72884
C8 -2.43355 4.92372 1.65389
C9 -2.61532 3.56448 1.36143
N6 -1.45879 2.93864 1.24875
N7 1.93364 4.48931 2.07416
C10 3.25782 4.26936 2.15248
C11 3.85044 5.38457 2.70268
C12 2.77533 6.25335 2.92484
N8 1.62934 5.71147 2.54324
H1 0.33208 -0.08147 4.55241
H2 2.69082 -0.44296 3.21296
H3 -0.67178 2.20369 3.43675
H4 0.67963 5.10044 -0.71025
H5 1.71450 4.25251 -3.09253
H6 2.74536 1.79038 -2.47099
H7 -0.45064 5.90945 1.97329
H8 -3.18102 5.68062 1.79936
H9 -3.53274 3.02351 1.21013
H10 3.66531 3.33271 1.82311
H11 4.89264 5.53984 2.91471
H12 2.78102 7.24568 3.34659
C13 -3.14176 -2.74256 3.76838
C14 -2.33288 -2.65962 2.49871
N9 -1.04184 -2.71139 2.43900
N10 -0.34386 -2.74127 3.59894
C15 0.93446 -3.12980 3.44933
O1 1.50202 -3.58817 2.46318
C16 1.72758 -3.04161 4.74205
C17 1.14771 -2.71288 5.96422
C18 1.92088 -2.63269 7.11238
C19 3.28560 -2.87715 7.05565
C20 3.86985 -3.20999 5.84147
C21 3.09280 -3.29965 4.69749
C22 -3.07330 -2.58220 1.23012
C23 -4.47781 -2.62019 1.23441
C24 -5.17325 -2.61022 0.04245
C25 -4.47027 -2.54900 -1.14820
C26 -3.08762 -2.46788 -1.05772
N11 -2.40147 -2.47648 0.07100
H13 -2.46121 -2.85628 4.60512
H14 -3.82924 -3.59368 3.74859
H15 -3.74289 -1.84273 3.92506
H16 0.08808 -2.50794 5.98778
H17 1.45832 -2.37020 8.05592
H18 3.89083 -2.80612 7.95207
H19 4.93435 -3.39776 5.78698
H20 3.51726 -3.57527 3.74229
H21 -5.01169 -2.67039 2.17234
H22 -6.25632 -2.63675 0.04432
H23 -4.96238 -2.52061 -2.10868
H24 -2.49445 -2.39291 -1.95585
O2 7.25946 -5.87266 -1.25908
N12 6.03331 -5.89093 -1.27004
O3 5.36739 -6.89292 -1.51290
C27 5.32768 -4.63885 -0.94834
C28 6.11609 -3.63915 -0.48953
C29 5.56430 -2.38028 -0.12201
C30 6.36205 -1.31892 0.34273
C31 5.75949 -0.13425 0.66082
C32 4.36355 -0.02193 0.50944
N13 3.60197 -1.00353 0.09002
C33 4.18029 -2.17590 -0.22124
C34 3.33442 -3.26697 -0.69080
N14 2.02268 -3.01365 -0.73665
C35 1.21548 -3.92829 -1.20616
C36 1.67035 -5.16706 -1.67340
C37 3.00651 -5.45851 -1.61135
C38 3.89676 -4.50065 -1.08752
H25 7.18090 -3.80602 -0.39716
H26 7.43316 -1.45560 0.43385
H27 6.32851 0.71258 1.01667
H28 3.84204 0.89865 0.73514
H29 0.16081 -3.69097 -1.20253
H30 0.96905 -5.88388 -2.07673
H31 3.37358 -6.41106 -1.95999
C39 -3.65393 -1.76525 -5.93582
C40 -2.45687 -2.01610 -5.36100
C41 -1.86316 -1.13543 -4.31487
C42 -2.78285 -0.04026 -3.82470
C43 -3.97381 0.15651 -4.46477
C44 -4.42267 -0.65641 -5.51638
P1 -2.33162 0.92154 -2.30580
C45 -3.99485 1.39828 -1.65385
C46 -4.85750 2.35546 -2.18400
C47 -6.05511 2.65948 -1.55883
C48 -6.41833 2.00008 -0.39064
C49 -5.57174 1.04510 0.14836
C50 -4.36774 0.75586 -0.47770
C51 -1.84143 2.49435 -3.13228
C52 -1.97437 3.70243 -2.45704
C53 -1.59369 4.89477 -3.05142
C54 -1.05290 4.89628 -4.32702
C55 -0.88977 3.69191 -4.99748
C56 -1.27931 2.50151 -4.40538
H32 -4.03280 -2.41625 -6.71460
H33 -1.84789 -2.85406 -5.66308
H34 -1.54148 -1.76003 -3.47283
H35 -4.63336 0.94826 -4.12422
H36 -5.36789 -0.43827 -5.99443
H37 -4.56761 2.90492 -3.07135
H38 -6.70103 3.42139 -1.97600
H39 -7.35493 2.24031 0.10079
H40 -5.83180 0.53235 1.06641
H41 -3.69598 0.03149 -0.03320
H42 -2.37412 3.72190 -1.45261
H43 -1.70503 5.81865 -2.49859
H44 -0.74237 5.82688 -4.78954
H45 -0.44846 3.67370 -5.98661
H46 -1.13632 1.57160 -4.93737
O4 -0.63489 -0.65999 -4.91266
S1 0.61466 -0.65587 -3.85226
O5 0.18758 0.32892 -2.86552
O6 0.65591 -1.99803 -3.29557
O7 1.73575 -0.26456 -4.65835

Cartesian forces, eV/Å:
0.2 -0.3 1.4
-0.1 0.1 0.0
0.0 0.0 0.0
0.3 0.0 -0.2
-0.1 0.0 0.0
-0.1 -0.1 0.1
0.1 0.0 0.1
-0.1 0.0 0.2
-0.1 0.1 -0.1
0.0 0.0 0.0
0.1 0.0 -0.2
-0.1 -0.2 0.1
0.0 0.0 -0.1
-0.1 0.2 0.2
0.0 0.0 0.0
0.0 0.0 -0.2
0.1 -0.2 -0.1
0.0 -0.1 0.0
0.1 0.0 0.0
0.0 0.0 0.0
0.0 0.1 0.0
-0.2 0.1 0.1
0.0 -0.1 0.0
0.0 0.0 0.0
-0.1 0.0 0.0
-0.1 0.1 0.0
0.0 0.0 -0.1
0.1 -0.1 -0.1
0.0 0.1 0.0
-0.1 0.1 0.0
-0.1 -0.1 0.0
0.1 -0.2 0.0
0.1 0.0 0.0
0.0 0.1 0.0
0.2 0.1 0.1
0.3 -0.1 0.1
0.3 0.1 0.1
-0.8 0.0 0.0
-0.2 -0.1 0.2
0.3 -0.1 -0.6
-0.1 0.1 0.1
0.0 0.1 0.0
0.0 0.0 0.0
0.1 0.0 0.0
0.0 0.0 0.0
0.0 0.0 0.0
0.0 0.1 0.0
0.0 -0.1 0.1
0.0 0.0 -0.1
0.0 0.0 0.0
-0.1 -0.1 -0.1
0.2 0.0 0.1
0.1 0.0 0.1
0.0 0.0 0.0
0.0 0.0 0.0
-0.1 0.0 0.0
0.0 0.0 0.0
0.0 0.0 0.0
0.1 0.0 0.0
0.0 0.0 -0.1
0.0 0.0 0.0
0.0 0.0 0.0
0.0 0.0 -0.1
0.0 0.0 -0.2
-0.5 -0.3 -0.1
0.0 -0.2 0.0
0.7 0.5 0.1
0.1 0.0 0.0
0.0 0.0 0.0
0.0 -0.1 0.0
0.0 0.1 0.0
0.1 -0.1 0.0
0.1 0.1 0.0
-0.2 -0.2 -0.1
0.0 -0.1 0.0
0.1 0.1 0.0
-0.1 0.1 -0.1
0.0 -0.2 0.2
0.1 0.0 0.0
-0.1 -0.1 -0.1
0.0 0.1 0.0
-0.1 0.0 0.0
0.0 0.0 0.0
0.0 0.0 0.0
-0.1 0.1 0.0
-0.1 0.0 0.0
0.0 0.0 0.0
-0.1 0.1 0.1
0.0 -0.1 0.0
-0.2 0.0 0.1
-0.1 -0.2 0.0
0.0 -0.1 0.1
-0.2 0.0 0.1
0.0 0.0 -0.1
-0.2 0.2 -0.2
0.1 -0.1 -0.1
0.0 0.2 0.0
0.0 0.0 0.0
-0.1 0.0 0.0
-0.1 0.0 0.0
0.0 0.0 0.1
0.0 0.0 0.1
0.0 0.0 0.1
0.0 0.1 0.0
0.0 0.0 0.0
0.0 0.0 0.0
-0.1 0.0 -0.1
0.0 0.0 0.0
0.1 -0.1 -0.1
-0.1 0.0 0.0
0.1 -0.1 -0.1
0.0 0.0 0.0
0.0 0.0 0.0
0.0 0.0 0.0
0.0 0.0 0.0
0.0 0.0 0.0
0.0 0.0 0.0
0.0 0.0 0.1
0.0 0.1 0.0
0.0 0.0 0.0
0.0 0.0 0.0
0.0 0.0 0.0
0.2 0.1 0.0
0.2 0.1 -0.2
0.3 0.2 -0.8
0.0 0.0 -0.1
-0.1 -0.1 -0.2

Energy relative to the best compared isomer or geometry (same formula, charge and spin), kJ/mol: 94.9
Charge: -2
Electronic energy, hartree: -4243.47326
Lowest unoccupied orbital energy (alpha / beta), eV: 2.83 / 2.83
2S+1: 2
Frontier orbital gap (alpha / beta), eV: 5.3868 / 5.3840

---

(4)
Below is a molecular structure, C35H47GeN5O8ReS3Se, with properties calculated with wB97M-V/def2-TZVPD.

CARTESIAN COORDINATES (ANGSTROEM)
Re1 0.03990 -0.34412 -0.08111
C1 0.52032 -3.14511 -2.16951
C2 1.44456 -2.13660 -1.58812
N1 1.44170 -1.93104 -0.26829
N2 2.63036 -1.68388 0.30960
C3 2.70311 -0.90054 1.32268
S1 1.34169 -0.01533 1.93724
S2 4.19322 -0.68904 2.19290
C4 5.44818 -1.02885 0.89913
C5 5.57268 -2.47267 0.54513
C6 5.23380 -2.91042 -0.72770
C7 5.34949 -4.24868 -1.05918
C8 5.81241 -5.15791 -0.12204
C9 6.15437 -4.72536 1.14867
C10 6.03273 -3.38997 1.48228
C11 2.40464 -1.39338 -2.35255
C12 3.12670 -1.90368 -3.43374
C13 4.10229 -1.14646 -4.03862
C14 4.34162 0.15775 -3.59632
C15 3.59342 0.71512 -2.58977
C16 2.56700 -0.01973 -1.95382
O1 1.77705 0.55812 -1.12048
H1 -0.28281 -3.35683 -1.46586
H2 0.11215 -2.82335 -3.12626
H3 1.08991 -4.05849 -2.34559
H4 5.17025 -0.42555 0.03532
H5 6.36783 -0.64377 1.34221
H6 4.88458 -2.19437 -1.45594
H7 5.08943 -4.57991 -2.05391
H8 5.90279 -6.20304 -0.37807
H9 6.52722 -5.42943 1.87785
H10 6.29422 -3.05296 2.47527
H11 2.95075 -2.92501 -3.73942
H12 4.68934 -1.55792 -4.84369
H13 5.11460 0.74826 -4.06550
H14 3.74702 1.73578 -2.27345
C17 0.24741 -0.62894 -5.41182
C18 -0.73759 0.53545 -5.46557
C19 -1.75266 0.47097 -4.31310
C20 -2.68869 1.71673 -4.29390
C21 -3.45291 1.94546 -5.59102
C22 -2.63257 -0.73757 -4.49033
O2 -3.12308 -1.09480 -5.53197
N3 -2.89106 -1.41374 -3.32287
C23 -2.19176 -1.31873 -2.13404
O3 -2.46843 -2.09198 -1.23278
N4 -1.22070 -0.38528 -2.01239
C24 -0.98746 0.52247 -2.99183
O4 -0.19086 1.43597 -2.81704
H15 0.95181 -0.54533 -6.23415
H16 -0.26861 -1.58439 -5.50342
H17 0.81254 -0.62651 -4.48108
H18 -1.28050 0.50101 -6.40924
H19 -0.20114 1.48173 -5.39196
H20 -2.06691 2.58725 -4.07335
H21 -3.40295 1.60503 -3.47154
H22 -2.78573 2.26428 -6.38691
H23 -4.19105 2.72799 -5.43627
H24 -3.96944 1.04245 -5.90803
H25 -3.55032 -2.18168 -3.37714
C25 1.21359 -4.13028 2.40700
Ge1 -0.30801 -4.96231 1.45174
C26 0.22809 -6.00502 -0.16955
C27 -1.19236 -6.31090 2.61275
C28 -1.78547 -3.63670 1.08656
Se1 -1.49174 -1.74330 1.46980
C29 -3.36219 -1.23205 1.38372
H26 2.03669 -4.83445 2.46939
H27 0.90935 -3.85828 3.41263
H28 1.56602 -3.23989 1.90391
H29 0.11834 -7.05846 0.07829
H30 1.26293 -5.83055 -0.44642
H31 -0.40620 -5.80131 -1.02467
H32 -0.52285 -7.14419 2.80739
H33 -2.07238 -6.69594 2.10396
H34 -1.50258 -5.88898 3.56289
H35 -2.59640 -3.89838 1.77097
H36 -2.16573 -3.72561 0.07384
H37 -3.91758 -1.97509 0.82233
H38 -3.41351 -0.26124 0.90401
H39 -3.73617 -1.15761 2.40276
N5 -0.42303 1.87714 -0.12216
C30 -1.62298 2.62066 0.06067
C31 -2.83308 2.07596 -0.36309
C32 -4.01276 2.77655 -0.19216
C33 -3.96244 4.02271 0.38413
C34 -2.78598 4.59726 0.79703
C35 -1.59987 3.89258 0.63016
S3 -5.59859 4.81377 0.64955
O5 -6.16431 4.72449 -0.68066
O6 -5.27458 6.13631 1.13175
O7 -6.15049 3.89717 1.63217
H40 0.33260 2.28517 0.43272
H41 -0.12985 1.94967 -1.11901
H42 -2.84319 1.09087 -0.80457
H43 -4.96792 2.38398 -0.50079
H44 -2.79673 5.58201 1.23391
H45 -0.66199 4.34440 0.92352
O8 -1.54694 0.83097 2.37173
H46 -0.91735 0.98827 3.07975
H47 -2.23706 1.49932 2.43825

Cartesian forces, eV/Å:
0.9 1.3 -1.1
-0.2 0.4 0.1
0.7 0.0 -0.5
-1.8 -0.3 0.1
1.6 0.4 0.3
-0.2 -0.3 -0.4
-0.7 0.0 -0.5
0.3 0.2 0.1
-0.4 0.1 0.2
0.1 -0.2 -0.1
0.2 0.0 0.1
0.0 0.0 0.0
-0.1 -0.1 0.0
0.1 -0.1 0.1
0.0 0.1 -0.1
-0.3 0.4 0.4
0.2 0.1 -0.2
-0.1 -0.4 -0.2
-0.1 0.0 0.2
-0.2 0.1 0.2
0.5 -0.8 -0.9
-1.7 0.1 1.5
0.0 -0.1 0.0
0.0 0.1 0.0
0.1 -0.1 0.1
0.1 0.0 0.0
0.0 0.1 0.0
0.0 0.1 -0.1
0.0 0.0 -0.1
0.0 -0.1 0.0
0.0 -0.1 0.1
0.0 0.0 0.1
0.0 -0.1 -0.1
0.0 -0.1 -0.1
0.1 0.0 0.0
0.0 0.1 0.0
-0.1 0.2 -0.1
0.0 -0.2 0.1
0.2 0.4 -0.3
-0.1 0.1 -0.1
0.0 0.0 0.1
0.3 0.1 0.1
0.0 0.0 -0.1
-0.2 -0.4 0.3
-0.7 -0.6 -0.2
-0.1 -0.1 -0.3
1.3 -0.1 1.6
0.1 0.8 -0.6
-0.2 -0.2 -0.3
0.1 -0.1 -0.1
0.0 -0.1 -0.1
0.1 0.0 0.1
0.0 0.1 0.1
-0.1 0.0 0.0
0.0 -0.1 0.1
0.1 0.0 0.1
0.0 0.0 -0.1
0.0 0.1 0.0
-0.1 0.1 -0.1
0.1 0.1 0.1
-0.5 -0.2 -0.3
0.0 -0.3 0.3
-0.1 0.4 0.5
0.2 0.4 -0.3
0.6 -0.3 -0.3
-0.2 -0.5 0.9
-0.1 0.3 -0.1
0.1 -0.1 0.0
-0.1 0.0 0.2
0.1 0.1 -0.1
0.0 -0.1 0.1
0.2 0.1 0.0
-0.1 0.1 -0.1
0.1 -0.1 0.0
-0.1 -0.1 -0.1
0.0 0.1 0.1
0.1 0.1 0.1
0.0 0.0 0.0
0.1 0.0 -0.1
-0.1 0.0 0.0
0.1 0.0 0.0
1.4 -1.1 -0.4
-1.2 0.5 0.3
0.1 -0.1 0.1
0.7 -0.4 -0.2
-1.4 0.9 0.4
0.4 -0.2 -0.1
0.2 -0.3 -0.1
1.5 -0.7 -0.1
-0.5 0.2 0.0
-0.2 0.3 0.1
-0.4 0.1 0.1
-0.2 -0.1 -0.1
0.0 0.1 0.2
0.0 -0.1 -0.1
-0.1 -0.1 -0.1
-0.1 0.1 0.1
0.2 0.0 0.1
0.0 0.0 0.1
-0.1 0.1 0.2
0.0 0.2 0.0

Energy relative to the best compared isomer or geometry (same formula, charge and spin), kJ/mol: 237.4
Charge: 0
Electronic energy, hartree: -7988.80298
Lowest unoccupied orbital energy (alpha / beta), eV: -2.22 / -3.16
2S+1: 4
Frontier orbital gap (alpha / beta), eV: 5.4568 / 4.5148

---

(5)
Below is a single C3H6N2O2 molecule, with properties calculated with wB97M-V/def2-TZVPD.

CARTESIAN COORDINATES (ANGSTROEM)
H1 0.14553 -1.88549 -1.33713
N1 -0.62699 -1.37284 -0.91677
C1 -0.22822 -0.25208 -0.50763
N2 -0.89709 0.79871 0.06210
C2 -2.28828 0.90597 0.17928
O1 -2.88532 1.83522 0.66116
O2 1.08793 0.27671 -0.51887
C3 1.95804 -0.31547 0.43603
H2 -0.01004 1.37309 0.16774
H3 -2.81246 0.01527 -0.22179
H4 2.87562 0.27888 0.45480
H5 2.17379 -1.32844 0.10149
H6 1.50748 -0.32952 1.43958

Cartesian forces, eV/Å:
-0.1 -0.1 0.1
0.2 0.4 0.1
0.7 -0.3 -0.1
0.4 0.0 -0.1
0.1 0.3 0.1
0.5 -0.2 -0.2
0.1 -0.8 -0.6
0.2 -0.3 0.0
-2.6 1.0 0.7
0.4 0.1 0.1
-0.2 -0.1 -0.1
0.2 -0.1 0.3
0.1 0.0 -0.2

Energy relative to the best compared isomer or geometry (same formula, charge and spin), kJ/mol: 238.4
Charge: 0
Electronic energy, hartree: -377.86853
Structure (SMILES): [H]/N=C(/NC=O)OC
Lowest unoccupied orbital energy, eV: 0.68
2S+1: 1
Frontier orbital gap, eV: 10.8761